14
Properties=species:S:1:pos:R:3 method="wB97M-V/def2-TZVPD" energy_ha=-270.4818 max_force_ha_per_bohr=0.0103 smiles=C#CC[C@@H](C)O
C 2.87461 0.15981 0.04277
C 1.72948 0.50469 0.19021
C 0.31745 0.87127 0.29475
C -0.63276 -0.36598 0.34747
C -1.86020 -0.14174 -0.51729
O -0.03911 -1.54964 -0.13033
H 3.89031 -0.13731 -0.10621
H 0.07053 1.50144 -0.56748
H 0.16350 1.48678 1.18832
H -0.93964 -0.50000 1.39728
H -1.54009 -0.04388 -1.56054
H -2.52855 -1.00447 -0.44936
H -2.40760 0.75948 -0.22345
H 0.90207 -1.54046 0.09386

20
Properties=species:S:1:pos:R:3 method="wB97M-V/def2-TZVPD" energy_ha=-474.2646 max_force_ha_per_bohr=0.0963
C -0.05322 1.79354 2.37810
C 0.33294 0.46375 2.30336
C 0.36635 1.41576 0.34750
C -0.88377 0.12126 -1.86907
C -1.37368 -0.85876 -1.02251
C 0.33834 0.43495 -2.22745
C -0.53737 -1.73504 -0.11079
C 0.78265 -1.05877 0.35824
N 0.01825 2.35623 1.18959
N 1.37471 0.78091 -2.77929
N 0.51363 0.23169 0.96582
H -0.35209 2.39884 3.15039
H 0.57129 -0.33714 2.99216
H -1.56958 0.86673 -2.02036
H -2.34166 -0.74296 -0.82206
H -0.95478 -1.83440 0.95628
H -0.51159 -2.68635 -0.62449
H 1.39774 -1.50615 1.13499
H 1.29034 -1.04610 -0.57038
H 1.59148 0.94200 -3.73002

Q: Which ΔE to the lowest compared entry with this formula, charge and spin values were calculated for the entries above? A: 47.75 157.10, in kcal per mole.